## 1
Here is C20H20N2O6 in the gas phase from OMol25. Energies are from ωB97M-V/def2-TZVPD.

Values from the calculation:
2S+1	1
LUMO level	0.0190	hartree
SMILES	Cc1cc(C(=O)COC(=O)CNC(=O)c2ccco2)c(C)n1Cc1ccco1
E_HOMO	-8.4	eV

Bonds (Å) are listed after each position.
CARTESIAN COORDINATES (ANGSTROEM)
1 H 0.25454 3.96873 1.38023  C22 1.092
2 C -1.28959 -0.35543 -2.27155  H3 1.095, N12 1.439, H18 1.095, C34 1.500
3 H -2.11564 -0.76884 -2.85970  C2 1.095
4 C -3.23986 1.44480 0.16544  H21 1.070, C30 1.363, C43 1.423
5 C 0.32041 -0.18077 2.81085  H8 1.097, C13 1.517, H24 1.098, N33 1.436
6 O -1.31203 1.41872 3.54221  C13 1.200
7 O 2.56906 -0.51315 -0.66491  C23 1.342, C46 1.357
8 H 0.95716 -0.28501 3.69792  C5 1.097
9 C 4.50103 -1.48129 -1.20134  C23 1.361, C28 1.412, H42 1.070
10 O -2.62373 4.09496 1.38107  C14 1.208
11 H -1.25986 -1.76943 0.37811  C20 1.071
12 N -1.83217 0.52788 -1.27421  C2 1.439, C27 1.364, C30 1.375
13 C -0.36920 1.17007 2.84301  C5 1.517, O6 1.200, O37 1.338
14 C -1.78642 3.25179 1.16153  O10 1.208, C22 1.538, C43 1.458
15 H 3.16336 -0.43689 -2.64138  C23 1.073
16 H -3.68929 -1.57839 -1.09210  C31 1.090
17 C 0.22807 1.90276 -1.10330  C27 1.489, H29 1.084, H39 1.093, H41 1.089
18 H -0.64159 0.20055 -2.95636  C2 1.095
19 H 0.82122 -0.03312 0.77102  N33 1.007
20 C -0.58087 -2.03453 -0.40651  H11 1.071, C34 1.363, C36 1.418
21 H -4.10333 1.66829 0.75735  C4 1.070
22 C -0.44088 3.30954 1.90411  H1 1.092, C14 1.538, O37 1.422, H38 1.095
23 C 3.42534 -0.78494 -1.66126  O7 1.342, C9 1.361, H15 1.073
24 H -0.46053 -0.94976 2.87608  C5 1.098
25 H -4.98527 -0.48403 -0.59467  C31 1.086
26 O 2.85958 -1.33180 2.79766  C40 1.216
27 C -1.13928 1.52499 -0.65209  N12 1.364, C17 1.489, C43 1.386
28 C 4.29062 -1.64867 0.18457  C9 1.412, H44 1.070, C46 1.370
29 H 0.69707 2.56880 -0.38866  C17 1.084
30 C -3.10396 0.45179 -0.75815  C4 1.363, N12 1.375, C31 1.487
31 C -4.08906 -0.57027 -1.20185  H16 1.090, H25 1.086, C30 1.487, H45 1.091
32 H 0.64283 -3.69383 0.44714  C36 1.070
33 N 1.15685 -0.36811 1.65923  C5 1.436, H19 1.007, C40 1.355
34 C -0.50189 -1.46743 -1.64360  C2 1.500, C20 1.363, O47 1.350
35 C 1.01291 -3.01889 -1.59070  C36 1.358, O47 1.347, H48 1.071
36 C 0.41216 -3.04657 -0.37310  C20 1.418, H32 1.070, C35 1.358
37 O 0.19523 2.04074 1.99879  C13 1.338, C22 1.422
38 H -0.63685 3.71188 2.90353  C22 1.095
39 H 0.17814 2.41788 -2.06554  C17 1.093
40 C 2.38554 -0.93065 1.75251  O26 1.216, N33 1.355, C46 1.472
41 H 0.86254 1.02628 -1.22383  C17 1.089
42 H 5.33597 -1.82783 -1.77445  C9 1.070
43 C -1.99562 2.12941 0.25487  C4 1.423, C14 1.458, C27 1.386
44 H 4.92306 -2.14593 0.88978  C28 1.070
45 H -4.37073 -0.42255 -2.24552  C31 1.091
46 C 3.09556 -1.04160 0.46828  O7 1.357, C28 1.370, C40 1.472
47 O 0.46947 -2.06276 -2.36761  C34 1.350, C35 1.347
48 H 1.80989 -3.59738 -2.01289  C35 1.071

***

## 2
Here is C20H20N2O6 in the gas phase from OMol25. Energies are from ωB97M-V/def2-TZVPD.

Values from the calculation:
2S+1	1
LUMO level	0.0090	hartree
SMILES	COc1cc([C@@H]2C(C#N)=C(N)Oc3c2oc(CO)cc3=O)ccc1OC(C)C
E_HOMO	-8.6	eV

Bonds (Å) are listed after each position.
CARTESIAN COORDINATES (ANGSTROEM)
1 O -3.95426 3.04187 -0.24136  C29 1.399, H32 0.965
2 H 1.58243 0.33219 0.35246  C7 1.079
3 O 1.36738 4.55572 1.86388  C21 1.215
4 C -0.87638 3.90345 1.46662  C21 1.456, H28 1.077, C44 1.346
5 H 1.97563 -0.43982 2.49693  C13 1.096
6 H -1.17657 -2.96777 -2.03253  C22 1.078
7 C 0.96536 -0.39575 -0.15184  H2 1.079, C26 1.387, C35 1.391
8 H -0.18268 -3.47051 2.63563  C40 1.086
9 O 0.10581 -3.95013 0.04463  C12 1.427, C19 1.374
10 H -0.37819 1.57668 -2.57153  C42 1.097
11 H -1.48881 -2.55837 1.86867  C40 1.089
12 C -0.97507 -4.40031 0.86007  O9 1.427, C20 1.530, C40 1.527, H41 1.096
13 C 2.48938 -1.29541 2.04488  H5 1.096, H31 1.089, O34 1.406, H43 1.094
14 C -0.00957 2.36726 -0.62032  C16 1.351, O24 1.349, C42 1.503
15 H -3.03535 -4.99876 0.70363  C20 1.087
16 C 0.91763 3.07154 0.06536  C14 1.351, C21 1.475, O36 1.368
17 C 1.74157 1.75363 -2.20829  C38 1.358, C42 1.515, C46 1.398
18 N 2.50223 0.84159 -4.46229  C46 1.150
19 C 0.10299 -2.63879 -0.36567  O9 1.374, C22 1.385, C26 1.412
20 C -2.29531 -4.48836 0.09286  C12 1.530, H15 1.087, H37 1.088, H39 1.087
21 C 0.55792 3.92258 1.21517  O3 1.215, C4 1.456, C16 1.475
22 C -0.59594 -2.23760 -1.49159  H6 1.078, C19 1.385, C47 1.386
23 H -1.08988 -0.63901 -2.82398  C47 1.080
24 O -1.32190 2.40511 -0.30882  C14 1.349, C44 1.347
25 H -1.85838 -4.02414 2.78779  C40 1.087
26 C 0.91041 -1.70099 0.31329  C7 1.387, C19 1.412, O34 1.358
27 H 4.25281 2.41015 -2.62422  N33 1.005
28 H -1.24350 4.50759 2.27951  C4 1.077
29 C -3.21866 3.08303 0.94817  O1 1.399, H30 1.104, C44 1.513, H48 1.091
30 H -3.41803 2.18766 1.56170  C29 1.104
31 H 2.95159 -1.89038 2.83100  C13 1.089
32 H -3.60943 2.33275 -0.79767  O1 0.965
33 N 3.92071 2.64590 -1.70512  H27 1.005, C38 1.359, H45 1.006
34 O 1.58928 -2.15929 1.39596  C13 1.406, C26 1.358
35 C 0.23733 -0.00342 -1.26987  C7 1.391, C42 1.519, C47 1.382
36 O 2.24475 3.05314 -0.26495  C16 1.368, C38 1.357
37 H -2.66828 -3.49473 -0.14657  C20 1.088
38 C 2.60222 2.46170 -1.43249  C17 1.358, N33 1.359, O36 1.357
39 H -2.15811 -5.04890 -0.82854  C20 1.087
40 C -1.13660 -3.55699 2.12318  H8 1.086, H11 1.089, C12 1.527, H25 1.087
41 H -0.65418 -5.41135 1.13653  C12 1.096
42 C 0.33307 1.43544 -1.74863  H10 1.097, C14 1.503, C17 1.515, C35 1.519
43 H 3.26504 -0.93494 1.36208  C13 1.094
44 C -1.72592 3.17294 0.72131  C4 1.346, O24 1.347, C29 1.513
45 H 4.39399 3.37185 -1.19406  N33 1.006
46 C 2.16263 1.23938 -3.43801  C17 1.398, N18 1.150
47 C -0.53967 -0.92811 -1.94131  C22 1.386, H23 1.080, C35 1.382
48 H -3.56149 3.96069 1.49835  C29 1.091

***

If you had to bet on the most stable structure above, which would it be? Bet on 1.